Entry from the Open Molecules 2025 dataset: a structure of composition C5H11O3Tm in a non-equilibrium geometry (the ωB97M-V functional and the def2-TZVPD basis).

- net charge = +1
- DFT total energy (hartree) = -1507.61949
- 2S+1 = 4
- orbital gap (spin up / spin down) (eV) = 6.72 / 4.36
- HOMO energy (spin up / spin down) (Eh) = -0.3777 / -0.3857
- LUMO energy (spin up / spin down) (eV) = -3.6 / -6.1
- energy relative to the best compared isomer or geometry (same formula, charge and spin) (eV) = 0.0000
- expectation value of S² = 3.77

Each line ends with the Mulliken charge.
Atoms and positions in Å:
O  2.196  1.256  2.345  -0.628
C  1.031  1.940  2.212  -0.449
C  -0.193  1.056  1.957  -0.494
O  -0.076  0.291  0.746  0.088
C  -1.227  0.120  -0.064  -0.457
C  -0.758  -0.355  -1.416  -0.487
O  0.191  -1.400  -1.211  0.162
C  0.510  -2.137  -2.386  -0.712
Tm  1.672  -1.107  0.419  0.428
H  1.057  2.709  1.397  0.250
H  0.727  2.521  3.123  0.333
H  -1.122  1.647  1.898  0.396
H  -0.257  0.290  2.744  0.241
H  -1.774  1.065  -0.179  0.384
H  -1.873  -0.631  0.417  0.296
H  -0.275  0.459  -1.979  0.326
H  -1.613  -0.734  -1.993  0.396
H  1.289  -2.859  -2.121  0.289
H  -0.384  -2.668  -2.739  0.286
H  0.879  -1.461  -3.170  0.353


Entry from the Open Molecules 2025 dataset: a cluster of 2 separate species, C7H14P in total in a non-equilibrium geometry (the ωB97M-V functional and the def2-TZVPD basis).

- net charge = +1
- DFT total energy (hartree) = -616.03073
- orbital gap (spin up / spin down) (eV) = 6.50 / 6.70
- HOMO energy (spin up / spin down) (Eh) = -0.4706 / -0.4727
- LUMO energy (spin up / spin down) (eV) = -6.3 / -6.2
- energy relative to the best compared isomer or geometry (same formula, charge and spin) (eV) = 4.6086

Each line ends with the Mulliken charge.
Atoms and positions in Å:
C  -1.227  -1.549  -3.010  -0.401
C  -0.871  -2.491  -2.213  0.033
C  -0.109  2.042  0.328  -0.652
C  1.363  1.623  0.503  -0.462
C  -1.049  0.751  0.348  -0.637
C  1.610  0.209  0.018  -0.828
C  0.029  -1.102  2.012  -1.279
P  0.095  -0.765  0.251  0.192
H  -1.790  -1.862  -3.876  0.292
H  -0.850  -0.605  -2.803  0.328
H  -0.842  -3.181  -1.394  0.413
H  -0.395  2.630  1.145  0.302
H  -0.364  2.535  -0.655  0.292
H  2.003  2.239  -0.160  0.296
H  1.700  1.652  1.657  0.254
H  -1.540  0.465  1.270  0.383
H  -1.848  0.737  -0.451  0.397
H  1.999  0.228  -0.885  0.503
H  2.244  -0.384  0.665  0.390
H  0.065  -0.122  2.621  0.405
H  0.826  -1.717  2.349  0.413
H  -1.051  -1.334  2.282  0.365


Entry from the Open Molecules 2025 dataset: an isolated molecule of C20H19N3O6 in a non-equilibrium geometry (the ωB97M-V functional and the def2-TZVPD basis).

- DFT total energy (hartree) = -1389.29023
- orbital gap (eV) = 8.70
- HOMO energy (Eh) = -0.3077
- LUMO energy (eV) = 0.3
- energy relative to the best compared isomer or geometry (same formula, charge and spin) (eV) = 0.0000

Each line ends with the Mulliken charge.
Atoms and positions in Å:
C  -3.152  -2.193  -1.365  -0.923
C  -3.203  -0.797  -1.956  -0.375
O  -2.908  0.147  -0.918  -0.140
C  -2.543  1.368  -1.292  0.486
O  -2.531  1.762  -2.426  -0.607
C  -2.064  2.177  -0.088  -0.703
C  -0.627  1.781  0.100  0.897
C  -0.197  0.603  0.572  0.025
C  -1.068  -0.433  1.179  -0.169
O  -0.872  -1.617  1.044  -0.678
O  -2.036  0.087  1.929  -0.342
C  -2.960  -0.811  2.548  -0.321
C  -4.379  -0.381  2.212  -1.097
C  1.245  0.174  0.442  2.860
C  1.763  -0.460  1.754  -0.718
O  1.759  0.052  2.846  -0.643
N  2.234  -1.697  1.445  0.151
C  2.019  -2.033  0.117  -0.091
C  2.306  -3.207  -0.548  -1.092
C  1.962  -3.287  -1.891  -0.487
C  1.352  -2.228  -2.543  -1.156
C  1.070  -1.046  -1.869  -0.250
C  1.410  -0.961  -0.539  0.898
C  2.103  1.361  0.064  -0.177
C  3.491  1.200  0.115  -1.178
N  4.631  1.061  0.159  -0.700
C  1.551  2.525  -0.353  1.122
N  2.251  3.597  -0.813  -0.505
O  0.207  2.733  -0.409  -0.453
H  -3.939  -2.322  -0.626  0.278
H  -2.192  -2.359  -0.883  0.141
H  -3.286  -2.926  -2.155  0.414
H  -2.464  -0.676  -2.755  0.370
H  -4.193  -0.568  -2.366  0.281
H  -2.658  1.933  0.787  0.199
H  -2.115  3.239  -0.326  0.453
H  -2.757  -1.824  2.189  0.335
H  -2.782  -0.768  3.627  0.353
H  -5.085  -1.080  2.651  0.410
H  -4.515  -0.364  1.134  0.186
H  -4.577  0.613  2.605  0.317
H  2.616  -2.326  2.134  0.241
H  2.776  -4.037  -0.043  0.450
H  2.172  -4.195  -2.435  0.420
H  1.092  -2.321  -3.587  0.437
H  0.594  -0.217  -2.374  0.587
H  1.759  4.471  -0.886  0.239
H  3.241  3.620  -0.641  0.255


Entry from the Open Molecules 2025 dataset: a structure of composition C30H73BF10N6O13PdS2 in a non-equilibrium geometry (the ωB97M-V functional and the def2-TZVPD basis).

- DFT total energy (hartree) = -4440.95047
- 2S+1 = 3
- orbital gap (spin up / spin down) (eV) = 7.73 / 2.72
- HOMO energy (spin up / spin down) (Eh) = -0.3189 / -0.3189
- LUMO energy (spin up / spin down) (eV) = -0.9 / -6.0
- expectation value of S² = 2.01

Each line ends with the Mulliken charge.
Atoms and positions in Å:
Pd  1.458  3.432  3.403  0.907
B  2.125  1.086  0.972  0.505
F  3.230  1.457  1.743  -0.427
F  1.238  0.310  1.718  -0.401
F  1.520  2.262  0.668  -0.365
F  2.518  0.415  -0.136  -0.350
C  1.673  8.811  4.643  0.695
F  2.212  9.379  3.502  -0.207
F  1.699  9.651  5.685  -0.186
F  0.431  8.465  4.411  -0.167
S  2.644  7.199  5.183  0.875
O  3.640  7.594  6.201  -0.554
O  1.556  6.378  5.768  -0.589
N  3.178  6.340  3.731  0.023
S  4.658  6.911  3.643  0.933
O  4.786  8.367  3.846  -0.467
O  5.574  6.051  4.372  -0.472
C  4.920  6.732  1.746  0.640
F  4.686  5.394  1.367  -0.202
F  4.036  7.439  1.040  -0.190
F  6.177  7.101  1.398  -0.175
C  8.558  0.411  1.788  -0.837
C  9.508  0.138  2.986  -0.265
O  10.810  0.645  2.660  -0.518
H  7.569  -0.014  1.957  0.311
H  8.910  -0.169  0.935  0.263
H  8.420  1.455  1.509  0.236
H  9.540  -0.923  3.235  0.256
H  9.162  0.682  3.865  0.256
H  11.235  0.023  2.067  0.300
C  -1.669  -4.371  -0.970  -0.671
O  -2.902  -4.792  -1.567  -0.302
C  -3.033  -6.183  -1.278  -0.423
C  -4.480  -6.639  -1.660  -0.586
N  -4.618  -8.051  -1.588  -0.286
C  -5.955  -8.508  -1.964  -0.693
C  -6.119  -10.044  -1.990  -0.584
O  -6.173  -10.505  -0.645  -0.304
C  -6.206  -11.951  -0.484  -0.739
H  -1.535  -4.557  0.096  0.268
H  -1.743  -3.297  -1.138  0.251
H  -0.775  -4.770  -1.451  0.314
H  -2.937  -6.489  -0.236  0.272
H  -2.334  -6.745  -1.897  0.302
H  -4.691  -6.449  -2.712  0.311
H  -5.232  -6.175  -1.022  0.255
H  -4.436  -8.332  -0.636  0.227
H  -6.346  -8.079  -2.887  0.504
H  -6.669  -8.126  -1.233  0.347
H  -5.257  -10.519  -2.459  0.319
H  -7.011  -10.283  -2.568  0.384
H  -5.292  -12.458  -0.793  0.290
H  -7.037  -12.352  -1.064  0.303
H  -6.435  -12.193  0.554  0.248
C  -7.368  4.021  -5.647  -0.747
O  -6.166  4.544  -6.166  -0.323
C  -5.026  3.846  -5.792  -0.426
C  -3.777  4.618  -6.330  -0.636
N  -2.523  3.855  -6.174  -0.446
C  -2.183  3.598  -4.736  -0.426
C  -0.690  3.194  -4.557  -0.702
O  0.155  4.346  -4.514  -0.312
C  1.553  4.059  -4.264  -0.699
H  -7.419  4.254  -4.584  0.296
H  -7.561  2.959  -5.795  0.296
H  -8.211  4.574  -6.061  0.282
H  -5.029  2.876  -6.288  0.295
H  -4.973  3.689  -4.715  0.349
H  -3.660  5.580  -5.831  0.338
H  -3.936  4.834  -7.386  0.365
H  -1.783  4.406  -6.585  0.265
H  -2.770  2.772  -4.334  0.289
H  -2.337  4.528  -4.187  0.347
H  -0.356  2.537  -5.360  0.361
H  -0.635  2.531  -3.694  0.409
H  2.157  4.930  -4.009  0.261
H  2.037  3.597  -5.124  0.287
H  1.671  3.426  -3.385  0.279
C  3.047  1.462  5.845  -0.860
O  1.751  2.028  5.597  -0.119
C  0.742  1.230  6.229  -0.728
C  -0.577  1.982  5.984  -0.860
N  -0.812  2.254  4.586  -0.073
C  -1.975  3.183  4.414  -0.940
C  -2.023  3.735  3.001  -0.558
O  -0.759  4.449  2.894  -0.039
C  -0.606  5.322  1.749  -0.880
H  3.885  1.938  5.336  0.259
H  3.012  0.420  5.528  0.332
H  3.241  1.585  6.911  0.317
H  0.883  1.004  7.286  0.430
H  0.673  0.261  5.736  0.404
H  -0.507  2.842  6.651  0.356
H  -1.457  1.482  6.387  0.492
H  -1.332  1.409  4.399  0.136
H  -1.913  4.095  5.008  0.314
H  -2.932  2.777  4.742  0.513
H  -2.764  4.527  3.104  0.360
H  -2.204  3.005  2.212  0.409
H  -0.837  4.762  0.843  0.378
H  0.386  5.737  1.570  0.206
H  -1.217  6.222  1.820  0.309
C  -2.879  -3.667  3.945  -1.395
C  -4.046  -2.979  3.207  0.313
C  -5.313  -3.833  3.030  -0.625
O  -6.261  -3.101  2.245  -0.305
C  -7.572  -3.677  2.176  -0.784
N  -4.297  -1.712  3.881  -0.631
H  -3.108  -3.693  5.010  0.332
H  -1.899  -3.230  3.754  0.303
H  -2.639  -4.672  3.599  0.375
H  -3.676  -2.718  2.216  0.283
H  -5.735  -4.130  3.990  0.366
H  -5.026  -4.720  2.464  0.304
H  -8.107  -3.474  3.104  0.312
H  -7.584  -4.727  1.885  0.293
H  -8.226  -3.191  1.452  0.284
H  -4.776  -1.951  4.737  0.268
H  -4.987  -1.299  3.269  0.313
C  7.492  -0.390  -5.816  -1.394
C  7.744  -1.865  -6.226  0.612
C  7.050  -2.919  -5.373  -0.724
O  7.517  -2.845  -4.020  -0.347
C  6.465  -2.959  -3.023  -0.753
N  7.481  -2.067  -7.633  -0.718
H  8.030  0.311  -6.453  0.362
H  7.728  -0.227  -4.764  0.332
H  6.472  -0.037  -5.965  0.346
H  8.806  -2.079  -6.106  0.189
H  7.110  -3.920  -5.800  0.298
H  5.979  -2.738  -5.288  0.364
H  5.669  -2.235  -3.199  0.344
H  6.875  -2.861  -2.018  0.238
H  5.920  -3.893  -3.156  0.327
H  6.517  -1.896  -7.883  0.262
H  7.613  -3.040  -7.868  0.261


Entry from the Open Molecules 2025 dataset: a cluster of 2 separate species, C4H9N3 in total in a non-equilibrium geometry (the ωB97M-V functional and the def2-TZVPD basis).

- DFT total energy (hartree) = -321.89209
- orbital gap (eV) = 9.03
- HOMO energy (Eh) = -0.3042
- LUMO energy (eV) = 0.8
- energy relative to the best compared isomer or geometry (same formula, charge and spin) (eV) = 5.3952

Each line ends with the Mulliken charge.
Atoms and positions in Å:
H  -1.688  2.023  -1.771  0.228
N  -0.881  1.603  -1.319  -0.778
C  -1.145  0.646  -0.517  0.182
C  -0.677  0.513  1.145  -0.301
C  -0.967  -0.612  1.800  -0.618
H  -2.211  0.374  -0.465  0.443
H  -1.001  1.441  1.619  0.320
H  -1.027  -1.541  1.244  0.240
H  -1.347  -0.632  2.813  0.295
H  3.232  -1.379  0.309  0.247
N  2.279  -1.423  -0.037  -0.666
C  1.669  -0.314  -0.204  0.038
N  0.585  -0.375  -1.143  -0.547
H  2.192  0.649  -0.258  0.363
H  0.603  0.371  -1.836  0.296
H  0.383  -1.345  -1.380  0.257


Number 1: M 288.07 g/mol. Number 2: M 129.16 g/mol. Number 3: M 397.39 g/mol. Number 4: M 1097.29 g/mol. Number 5: M 99.14 g/mol.